This record from the Open Molecules 2025 dataset describes a structure of composition C25H42Cl2O2P2Tc at a distorted geometry. The level of theory is ωB97M-V/def2-TZVPD.

Structure (XYZ):
```
74
Properties=species:S:1:pos:R:3:forces:R:3:mulliken_spin:R:1
Tc -0.907 0.305 -1.253 2.0 -1.2 5.2 1.1846
C -0.923 -1.810 2.496 0.2 0.0 0.0 0.3868
C 0.391 -2.032 1.988 -0.3 0.2 0.0 0.3924
C 0.522 -0.524 3.722 0.2 0.2 0.3 0.2779
C -0.836 -0.913 3.591 0.0 -0.2 0.0 0.3038
C 1.287 -1.228 2.751 0.3 -0.1 -0.1 0.3290
C -2.186 -2.399 2.001 -0.5 -0.2 -0.2 -0.0427
H -2.044 -2.952 1.068 0.1 0.0 0.3 0.0080
H -2.932 -1.615 1.799 0.2 -0.1 0.3 0.0354
H -2.639 -3.089 2.730 0.2 0.2 -0.1 0.0253
C -1.931 -0.539 4.500 -0.4 0.1 -0.1 0.0208
H -2.899 -0.789 4.063 0.0 0.0 0.1 -0.0019
H -1.933 0.530 4.724 0.1 -0.2 0.1 0.0127
H -1.832 -1.081 5.447 0.0 0.0 0.0 0.0273
C 1.053 0.403 4.735 0.3 0.4 0.1 0.0048
H 1.103 -0.080 5.719 -0.1 -0.1 0.0 0.0316
H 0.428 1.294 4.850 -0.1 -0.2 0.0 0.0096
H 2.063 0.746 4.492 -0.2 -0.1 0.0 -0.0014
C 2.756 -1.130 2.574 0.0 -0.1 0.0 0.0441
H 3.309 -1.526 3.446 -0.3 0.1 -0.2 0.0261
H 3.061 -0.074 2.452 -0.1 -0.5 0.0 0.0220
H 3.077 -1.693 1.685 0.0 0.2 0.3 -0.0054
C 0.750 -2.884 0.827 0.1 -0.3 -0.4 -0.0056
H 1.454 -3.702 1.074 -0.2 0.4 0.1 0.0185
H 1.234 -2.274 0.045 -0.1 -0.2 0.3 0.0273
H -0.133 -3.357 0.373 0.3 0.2 0.2 0.0020
C -1.615 1.642 -2.488 -2.2 -1.0 -0.9 -0.0620
C -2.137 0.255 -2.816 -2.7 1.0 -3.4 0.0155
C -1.566 -0.414 -4.065 -0.5 -0.6 0.0 0.0339
C -0.061 -0.509 -3.954 0.6 -0.3 -0.4 0.0154
C 0.405 -0.501 -2.482 0.4 -0.8 -0.5 0.0745
C 1.331 0.657 -2.089 2.8 0.1 -0.6 -0.0948
C 0.987 1.970 -2.852 0.1 0.6 -0.3 0.0405
C -0.505 2.312 -3.247 0.8 0.9 -0.2 -0.0284
H -1.875 0.146 -4.960 0.0 -0.2 0.3 -0.0039
H 0.415 0.282 -4.517 0.0 0.3 0.1 0.0033
H -1.994 -1.423 -4.158 0.1 0.3 -0.1 -0.0100
H -0.662 2.276 -4.341 0.1 -0.5 0.4 -0.0053
H -2.421 2.313 -2.183 0.4 -0.1 0.5 0.0243
H -3.246 0.173 -2.786 0.5 0.6 -0.4 -0.0203
H -0.601 3.388 -3.051 -0.2 -0.2 0.2 -0.0102
H 1.398 2.818 -2.291 -0.1 -0.2 0.0 0.0034
H 2.252 0.307 -2.599 -0.2 0.2 0.0 0.0110
H 1.536 1.953 -3.806 -0.1 0.1 0.4 0.0020
H 0.292 -1.392 -4.489 0.0 -0.2 0.3 -0.0031
H 0.870 -1.468 -2.261 -0.1 0.1 0.4 0.0049
P -2.568 -1.195 -1.163 1.4 1.9 0.3 -0.2287
C -4.002 -0.348 -0.451 -0.6 -0.2 -0.6 -0.0244
C -2.865 -2.830 -1.833 -0.2 -0.4 -0.3 0.0198
P 3.764 0.930 0.116 -2.4 -0.1 -0.7 0.0092
C 1.923 0.741 -0.575 -0.4 0.4 0.7 -0.0186
C 4.483 -0.281 -1.043 0.8 -0.1 0.0 0.0027
C 3.934 2.667 -0.417 0.5 0.0 -0.4 0.0014
H -3.689 0.599 0.021 0.1 -0.4 -0.2 -0.0012
H -4.504 -0.986 0.280 -0.1 0.1 -0.1 0.0041
H -4.680 -0.109 -1.283 -0.3 -0.1 0.4 -0.0088
H -2.246 -2.982 -2.732 -0.2 0.1 0.4 -0.0037
H -3.923 -2.989 -2.085 0.3 0.1 0.1 -0.0007
H -2.562 -3.579 -1.082 -0.1 0.3 -0.2 -0.0015
H 3.827 2.734 -1.504 0.2 0.3 0.1 0.0003
H 4.892 3.085 -0.085 -0.2 0.0 -0.2 0.0001
H 3.129 3.238 0.072 0.3 -0.3 -0.1 0.0002
H 1.499 1.598 -0.044 -0.4 -0.4 -0.1 -0.0141
H 1.628 -0.166 -0.018 -0.4 0.2 -0.2 0.0205
H 5.264 -0.838 -0.502 -0.1 0.2 -0.4 0.0004
H 4.912 0.196 -1.928 0.0 -0.3 -0.1 0.0001
H 3.699 -1.000 -1.329 0.3 0.3 0.0 -0.0006
Cl -1.657 2.693 3.425 0.2 0.2 -0.1 0.0014
C -0.647 3.094 2.027 -0.2 0.3 -0.6 0.0051
Cl 1.104 2.829 2.292 -0.6 0.0 0.0 0.0013
C -1.226 2.344 0.808 -0.3 0.0 -0.1 0.0114
O -2.146 2.851 0.169 1.1 -0.7 0.8 0.0056
O -0.659 1.188 0.602 -0.4 0.2 0.0 0.0947
H -0.782 4.145 1.797 0.1 0.1 0.3 0.0006
```
Positions in Å, forces in eV/Å.

Computed properties:
- charge = +2
- 2S+1 = 4
- Kohn-Sham gap (spin up / spin down) (eV) = 6.1 / 5.7
- E_HOMO (spin up / spin down) (eV) = -13.54 / -13.56
- energy above the lowest of the compared OMol25 structures with the same formula, charge and spin (eV) = 1.586